# 1
19
Properties=species:S:1:pos:R:3 method="wB97M-V/def2-TZVPD" e_homo_ev=-9.098 smiles="N=S(=N)(O)Oc1ccccc1"
O 0.42 -0.87 1.24
C 1.63 -0.39 -0.82
H -1.67 0.26 -2.69
H 2.60 -0.08 -2.61
H 0.65 0.34 -3.94
H 2.58 -0.61 -0.35
N 0.27 0.31 3.51
C 0.46 0.22 -2.83
H -1.63 -0.45 -0.19
S -0.54 0.11 2.26
C -0.73 0.06 -2.15
O -1.91 -0.82 2.20
N -1.07 1.35 1.57
H -0.45 2.08 1.77
C -0.80 -0.30 -0.76
C 1.62 -0.12 -2.14
H -2.61 -0.08 2.34
H 0.82 -0.49 3.67
C 0.36 -0.51 -0.10



# 2
19
Properties=species:S:1:pos:R:3 method="wB97M-V/def2-TZVPD" e_homo_ev=-8.397 smiles="C[NH+](C)C1=C([O-])NC(=O)C1=O"
H 2.28 -0.55 -0.12
C -0.78 -2.01 0.30
H -1.63 -1.56 -0.06
O 0.32 0.48 -2.27
H -0.63 2.72 -1.89
H -0.58 -2.81 -0.27
H 1.08 -1.29 -1.12
C -0.43 1.46 1.15
O -0.34 1.37 2.32
C -0.20 0.30 0.06
N 0.31 -0.99 0.48
H 1.86 -2.32 0.08
O -0.95 3.82 0.56
C -0.64 2.67 0.26
C 1.51 -1.40 -0.18
N -0.43 2.28 -0.99
H 0.39 -0.87 1.53
H -1.06 -2.20 1.35
C -0.09 0.89 -1.20



# 3
19
Properties=species:S:1:pos:R:3 method="wB97M-V/def2-TZVPD" e_homo_ev=-9.644 smiles="C/C=C/[N+](=O)[O-].C=CN=C=O"
C 3.42 -0.27 -1.73
H 3.56 0.50 -1.10
C -2.18 -1.13 -0.11
N -0.74 1.16 2.61
O 0.31 1.24 3.20
H -1.39 -0.85 -0.86
H -2.97 0.56 0.87
C -2.05 0.01 0.85
C -0.98 0.19 1.60
H -3.09 -1.06 -0.58
N 1.09 0.24 -1.54
H -0.23 -0.63 1.57
H -1.99 -2.15 0.31
C 0.68 1.13 -0.86
H 4.24 -0.82 -2.08
C 2.14 -0.48 -2.07
O -1.76 1.78 2.96
H 1.84 -1.37 -2.77
O 0.08 1.94 -0.27



# 4
19
Properties=species:S:1:pos:R:3 method="wB97M-V/def2-TZVPD" e_homo_ev=-9.007
C -0.01 2.50 1.40
N 1.46 0.68 0.67
H -2.44 -1.36 -0.29
O 0.42 -2.57 0.91
H -0.91 3.02 1.22
H 0.86 0.60 -3.30
C -0.26 1.34 -0.71
O 0.67 -0.10 -2.59
N 0.74 0.53 -1.33
H 0.44 2.61 2.39
C -1.46 -1.92 -0.30
H 0.70 -3.04 0.17
C -0.71 -1.87 0.78
C 1.64 -0.07 -0.45
H -1.19 -2.56 -1.21
O -1.24 1.75 -1.26
H 1.93 0.43 1.55
H -1.03 -1.44 1.75
C 0.40 1.48 0.61



# 5
20
Properties=species:S:1:pos:R:3 method="wB97M-V/def2-TZVPD" e_homo_ev="0.019 / 0.022" total_charge=-2
C -0.14 0.10 0.92
H 0.93 -0.50 -2.66
O -2.10 1.50 0.49
C 0.18 -0.46 -1.71
N -0.04 1.83 -1.62
O 1.90 -0.04 2.27
C -1.59 0.65 1.24
H 1.60 -1.37 -0.59
O -2.08 0.06 2.21
C -0.07 -1.39 0.70
N 0.58 0.73 -1.08
H 0.52 -1.84 1.41
H 0.28 -2.55 -1.05
H -1.04 -1.77 0.71
H -0.95 -0.62 -1.74
C 0.57 -1.60 -0.74
H -1.01 1.97 -1.30
C 1.03 0.77 1.83
O 0.86 1.99 2.06
H 0.58 2.54 -1.34



# 6
20
Properties=species:S:1:pos:R:3 method="wB97M-V/def2-TZVPD" e_homo_ev="-7.693 / -7.725"
C 0.95 -1.94 0.35
C 0.63 0.83 1.29
O 0.47 1.94 1.82
N -0.24 -1.56 0.91
O 2.91 0.99 0.10
H -2.80 1.82 -0.92
N -2.55 1.01 -0.39
H 0.90 -2.85 -0.16
H -2.96 0.27 -0.98
C 1.91 -0.95 0.17
C 3.83 0.04 -0.19
H 4.54 0.28 -1.00
H -3.25 1.14 0.28
O 3.09 -1.16 -0.50
H 4.33 -0.34 0.73
O -1.08 -2.44 1.22
H -1.27 0.30 0.66
C -0.46 -0.25 1.34
C 1.82 0.40 0.55
H -0.93 -0.06 2.35



# 7
18
Properties=species:S:1:pos:R:3 method="wB97M-V/def2-TZVPD" e_homo_ev=-8.853 smiles="[H]/N=C(/N)c1ccc(CS)s1"
N -3.35 0.06 0.09
H -1.65 -2.53 -0.46
H 3.13 0.05 1.64
H -4.27 -0.36 0.09
H -1.37 1.78 -0.74
C -0.98 -0.20 0.03
C -0.65 1.07 -0.33
H 1.21 2.30 -0.48
C 2.92 0.22 0.56
C -2.32 -0.84 -0.05
N -2.54 -2.08 -0.27
H 3.32 -0.89 -1.53
S 3.82 -1.11 -0.29
C 0.75 1.36 -0.20
C 1.45 0.28 0.28
S 0.42 -1.09 0.56
H -3.24 0.78 0.79
H 3.36 1.20 0.32



# 8
18
Properties=species:S:1:pos:R:3 method="wB97M-V/def2-TZVPD" e_homo_ev=-12.278 total_charge=+1
C -2.14 -0.06 -0.22
H -1.25 1.30 -1.84
N -2.47 -1.37 -0.40
H -2.10 -2.89 -1.68
H 2.33 2.39 1.39
H -2.57 0.69 0.48
H 3.98 0.20 -0.01
C -1.97 -1.84 -1.51
C -1.50 0.30 -1.37
C 2.68 1.52 0.87
O 0.52 -1.11 -0.46
H -2.93 -1.76 0.33
H -1.04 -1.02 -3.10
C 3.94 1.24 0.41
H 4.71 1.88 0.39
N -1.52 -0.80 -2.20
N 1.65 0.59 0.65
C 1.02 -0.18 0.02



Values for ΔE to the lowest compared entry with this formula, charge and spin, kcal/mol, ordered as above
95.3 66.9 133.2 124.3 35.2 141.6 0.0 44.6
Values for strongest force on any atom, hartree/bohr, ordered as above
0.072 0.118 0.068 0.113 0.080 0.092 0.014 0.118